{"formula": "C47H122B6F24N7O7", "method": "ωB97M-V with the def2-TZVPD basis set", "elements": ["C", "N", "C", "C", "C", "C", "O", "H", "H", "H", "H", "H", "H", "H", "H", "H", "H", "H", "H", "H", "H", "C", "N", "C", "C", "C", "C", "O", "H", "H", "H", "H", "H", "H", "H", "H", "H", "H", "H", "H", "H", "H", "C", "N", "C", "C", "C", "C", "O", "H", "H", "H", "H", "H", "H", "H", "H", "H", "H", "H", "H", "H", "H", "C", "C", "N", "C", "C", "C", "C", "C", "O", "C", "H", "H", "H", "H", "H", "H", "H", "H", "H", "H", "H", "H", "H", "H", "H", "H", "H", "H", "H", "H", "C", "C", "N", "C", "C", "C", "C", "C", "O", "C", "H", "H", "H", "H", "H", "H", "H", "H", "H", "H", "H", "H", "H", "H", "H", "H", "H", "H", "H", "H", "C", "C", "N", "C", "C", "C", "C", "C", "O", "C", "H", "H", "H", "H", "H", "H", "H", "H", "H", "H", "H", "H", "H", "H", "H", "H", "H", "H", "H", "H", "C", "C", "N", "C", "C", "C", "C", "C", "O", "C", "H", "H", "H", "H", "H", "H", "H", "H", "H", "H", "H", "H", "H", "H", "H", "H", "H", "H", "H", "H", "B", "F", "F", "F", "F", "B", "F", "F", "F", "F", "B", "F", "F", "F", "F", "B", "F", "F", "F", "F", "B", "F", "F", "F", "F", "B", "F", "F", "F", "F"], "xyz": [[0.2015, 1.4052, 0.1058], [0.9427, 0.1200, 0.2249], [2.3792, 0.4553, 0.4193], [0.3884, -0.5879, 1.4131], [0.8067, -0.6967, -1.0512], [-0.5674, -1.3295, -1.1787], [-0.6412, -2.4766, -0.3542], [0.4132, 1.9418, -0.8192], [0.6683, 2.0215, 0.8577], [-0.8754, 1.3983, 0.2709], [2.4066, 0.8923, 1.4054], [2.7701, 1.1201, -0.3538], [2.9798, -0.4467, 0.4621], [0.8983, -1.5417, 1.5767], [-0.6601, -0.7550, 1.2093], [0.5044, 0.0711, 2.2664], [1.6145, -1.3836, -0.8998], [1.0456, 0.0559, -1.8104], [-0.5477, -1.6103, -2.2331], [-1.4149, -0.6458, -0.9571], [-1.3793, -2.9934, -0.7061], [-0.7037, -4.8679, 2.4268], [0.1972, -5.9336, 1.9156], [-0.6086, -6.9708, 1.2146], [1.1606, -5.2833, 0.9372], [1.0444, -6.4859, 3.0040], [0.4121, -7.5533, 3.9443], [-0.6810, -6.9910, 4.5396], [-1.3466, -4.6324, 1.5946], [-0.0392, -4.0736, 2.7449], [-1.2900, -5.2797, 3.2330], [-1.1642, -6.5985, 0.3463], [-1.3446, -7.3981, 1.9001], [0.0564, -7.7703, 0.8757], [1.6589, -6.0096, 0.2934], [1.9519, -4.8275, 1.5411], [0.6105, -4.4994, 0.3990], [1.4246, -5.6117, 3.5439], [1.9160, -7.0151, 2.6168], [1.1687, -7.7579, 4.7207], [0.1717, -8.4849, 3.3995], [-0.8290, -7.2790, 5.4382], [8.2828, -0.4289, 2.3253], [6.8014, -0.5331, 2.3424], [6.2568, 0.5025, 1.4256], [6.3884, -1.9071, 1.9016], [6.2767, -0.4089, 3.7512], [6.6809, 0.8448, 4.4844], [5.8826, 1.8747, 3.9847], [8.5059, 0.4941, 2.8326], [8.6790, -0.3415, 1.3276], [8.7124, -1.2593, 2.8497], [5.1732, 0.5267, 1.5112], [6.5529, 0.2095, 0.4264], [6.6237, 1.4763, 1.7518], [6.8701, -2.6358, 2.5652], [6.7155, -2.1148, 0.8932], [5.3184, -2.0984, 1.9947], [6.6703, -1.3203, 4.1995], [5.1984, -0.4854, 3.7066], [7.7438, 1.1145, 4.3969], [6.4420, 0.7180, 5.5676], [6.2679, 2.7410, 4.1250], [-0.4395, 7.4525, 0.7290], [-0.7560, 6.2008, -0.0503], [-2.0384, 5.5695, 0.4325], [-2.2719, 4.3639, -0.4281], [-1.8671, 5.1137, 1.8559], [-3.0144, 4.2755, 2.4115], [-3.2149, 6.5062, 0.4088], [-3.8146, 6.7858, -1.0030], [-2.8917, 7.3670, -1.8317], [-2.9440, 8.7426, -1.7694], [-1.1667, 8.2525, 0.7938], [0.4736, 7.8937, 0.2928], [-0.1098, 7.1982, 1.7345], [0.0207, 5.4385, 0.0875], [-0.8696, 6.3903, -1.1099], [-1.4183, 3.7478, -0.2390], [-2.3429, 4.6702, -1.4736], [-3.1782, 3.8360, -0.1477], [-1.8025, 6.0265, 2.4388], [-0.9116, 4.6052, 1.9559], [-2.8211, 4.0495, 3.4637], [-3.1886, 3.2974, 1.9615], [-3.9374, 4.8697, 2.4148], [-2.9300, 7.4654, 0.8176], [-3.9198, 5.9978, 1.0600], [-4.6417, 7.4716, -0.8093], [-4.2070, 5.8253, -1.3047], [-3.9702, 9.0923, -1.9648], [-2.2711, 9.1492, -2.5402], [-2.5894, 9.0763, -0.7708], [0.3765, 2.9244, 5.0292], [0.5062, 2.4834, 6.4586], [-0.3194, 1.1511, 6.6586], [-0.1850, 0.8045, 8.0969], [-1.7546, 1.3646, 6.2287], [-2.6813, 0.1777, 6.5905], [0.2312, 0.0602, 5.7539], [1.7314, -0.0507, 5.6966], [2.1792, -0.4887, 6.9273], [3.5338, -0.9669, 6.8581], [0.8705, 2.1984, 4.3877], [0.9597, 3.8492, 4.9625], [-0.6638, 3.1344, 4.7433], [-0.0160, 3.1575, 7.1439], [1.4770, 2.2465, 6.8889], [-0.8167, -0.0632, 8.3005], [0.8477, 0.4878, 8.2383], [-0.4119, 1.6593, 8.7480], [-1.7575, 1.5671, 5.1615], [-2.0188, 2.2658, 6.8029], [-3.6023, 0.3463, 6.0358], [-2.8651, 0.0642, 7.6543], [-2.3206, -0.7465, 6.1038], [-0.1189, 0.1915, 4.7428], [-0.2813, -0.8345, 6.0726], [2.2805, 0.8531, 5.3279], [1.9410, -0.8030, 4.9128], [3.7862, -1.1136, 7.9014], [4.1791, -0.1559, 6.5347], [3.5893, -1.8400, 6.1958], [5.3030, -2.1376, -6.5057], [4.1563, -2.9015, -5.7966], [2.7727, -2.4801, -6.2351], [2.5537, -2.6414, -7.7072], [1.7842, -3.3212, -5.5064], [1.8848, -3.3314, -4.0092], [2.6164, -0.9623, -5.8051], [1.2050, -0.4611, -5.6904], [0.5672, -0.6291, -6.9491], [-0.6204, 0.0415, -7.0676], [6.2309, -2.7045, -6.3705], [5.5653, -1.1934, -6.0253], [5.1679, -2.0348, -7.5870], [4.1620, -2.7071, -4.7162], [4.1932, -3.9858, -5.9008], [2.3569, -3.6850, -7.9600], [3.3900, -2.2180, -8.2432], [1.6814, -2.0111, -7.9170], [1.8938, -4.3421, -5.9337], [0.8845, -2.9064, -5.9586], [2.8188, -3.7401, -3.6509], [1.0717, -4.0293, -3.7176], [1.6834, -2.3419, -3.6043], [3.1765, -0.3762, -6.5320], [3.0891, -0.8637, -4.8402], [1.2557, 0.6149, -5.4595], [0.5767, -0.9521, -4.9340], [-1.0769, -0.1820, -8.0244], [-0.4710, 1.1242, -6.9847], [-1.3185, -0.1278, -6.2411], [-4.5758, 0.1478, -1.5095], [-5.9512, 0.2771, -2.1511], [-6.0379, -0.0640, -3.6443], [-5.2760, 1.0110, -4.4085], [-5.3958, -1.4083, -3.9586], [-3.9099, -1.4131, -4.1917], [-7.5074, -0.0618, -3.9355], [-7.8816, -0.3440, -5.3557], [-7.6459, 0.8834, -6.0753], [-7.9845, 0.6461, -7.4275], [-4.2806, -0.8841, -1.3193], [-4.7307, 0.5897, -0.5340], [-3.8173, 0.7156, -2.0242], [-6.4235, 1.2452, -2.1389], [-6.6774, -0.4276, -1.7501], [-4.2234, 1.1095, -4.1569], [-5.8272, 1.9409, -4.3858], [-5.3415, 0.7061, -5.4544], [-5.9098, -1.9091, -4.7601], [-5.6418, -1.9447, -3.0453], [-3.5786, -0.8663, -5.0714], [-3.6737, -2.4798, -4.2841], [-3.4071, -1.1178, -3.2738], [-7.9526, 0.8989, -3.6868], [-8.0180, -0.7644, -3.2808], [-8.9224, -0.6544, -5.3310], [-7.2972, -1.1611, -5.8249], [-7.9695, 1.5959, -7.9438], [-8.9654, 0.1570, -7.4604], [-7.2468, -0.0821, -7.7968], [2.0360, 4.4327, 1.8250], [2.0640, 3.1256, 2.4655], [1.6271, 4.2893, 0.4495], [1.1058, 5.3604, 2.4600], [3.3494, 4.9797, 1.8396], [4.5444, -0.7427, -2.1210], [5.5113, 0.1873, -1.7228], [4.3525, -1.6308, -1.0307], [3.3819, -0.0777, -2.4589], [5.0057, -1.4665, -3.2860], [-2.7836, -4.8884, -1.8234], [-2.9309, -4.1531, -0.5690], [-4.0495, -4.9008, -2.4759], [-1.8003, -4.2816, -2.7388], [-2.3172, -6.2027, -1.4375], [-1.2464, 1.8890, -3.5514], [-2.2237, 1.9391, -2.4958], [-0.2337, 2.8878, -3.3766], [-0.5662, 0.6209, -3.5426], [-1.8666, 2.0245, -4.8559], [-2.7548, 0.2549, 2.5864], [-2.9949, -0.5657, 1.4559], [-4.0659, 0.7380, 3.0067], [-2.1357, -0.5018, 3.6032], [-1.9266, 1.3861, 2.2619], [3.4291, -2.9848, 3.1879], [2.2550, -3.4519, 3.8561], [3.8068, -3.8458, 2.0998], [3.1258, -1.6086, 2.8054], [4.4331, -2.9826, 4.2229]], "total_charge": 1, "largest_force_ev_per_a": 2.74, "homo_ev": -11.2, "lumo_ev": -1.13, "orbital_gap_ev": 10.09}